The following is a DFT calculation (ωB97M-V/def2-TZVPD) of a structure of composition C13H21Cl5NiOP2 at a distorted geometry.

XYZ file:
```
43
Properties=species:S:1:pos:R:3:lowdin_spin:R:1
Ni 0.322 -0.524 -1.577 0.76
H 0.121 0.339 -0.140 0.09
H -1.077 0.857 1.509 0.01
P 0.098 -2.554 -1.356 0.05
P -0.097 1.675 -1.710 0.29
C 1.402 2.482 -1.009 0.10
H 1.335 3.570 -1.187 0.02
H 1.478 2.309 0.072 0.00
H 2.280 2.025 -1.485 0.01
C 0.046 2.307 -3.418 0.03
H -0.789 1.908 -3.991 0.01
H 0.007 3.407 -3.389 0.00
H 0.996 1.964 -3.841 0.00
C -1.572 2.533 -1.059 0.03
H -1.735 2.307 0.006 0.01
H -1.446 3.630 -1.171 0.00
H -2.428 2.130 -1.630 0.01
C 0.289 -2.929 -3.114 0.00
H 0.219 -4.005 -3.267 0.00
H -0.492 -2.408 -3.671 0.00
H 1.260 -2.547 -3.438 0.00
C 1.357 -3.492 -0.508 0.01
H 1.264 -3.362 0.573 0.00
H 1.260 -4.552 -0.764 0.00
H 2.342 -3.119 -0.803 0.00
C -1.468 -3.300 -0.879 0.02
H -2.287 -2.812 -1.414 0.00
H -1.465 -4.367 -1.124 0.00
H -1.640 -3.175 0.194 0.00
C 1.283 -0.336 -0.027 0.27
O 2.225 -0.343 0.687 0.15
H -0.796 0.390 -2.269 0.12
Cl -0.544 -1.901 2.462 0.00
C -0.465 -0.350 3.239 0.00
C -0.628 0.818 2.511 0.01
C -0.269 2.057 3.057 0.00
Cl -0.175 3.412 2.001 0.00
C -0.062 2.174 4.441 0.00
Cl 0.150 3.703 5.187 0.00
C -0.057 0.995 5.219 0.00
Cl 0.089 1.091 6.904 0.00
C -0.203 -0.287 4.621 0.00
Cl -0.130 -1.719 5.556 0.00
```

Computed properties:
⟨S²⟩   2.01
Max |F|   3.07 eV/Å
ΔE to the lowest compared entry with this formula, charge and spin   4.8 kcal/mol
2S+1   3
E_HOMO (alpha / beta)   -4.57 / -7.38 eV
Kohn-Sham gap (alpha / beta)   4.77 / 7.47 eV

=====

The following is a DFT calculation (ωB97M-V/def2-TZVPD) of a structure of composition C13H21F9GaIO3P2 at a distorted geometry.

XYZ file:
```
50
Properties=species:S:1:pos:R:3:nbo_charge:R:1
C -5.595 1.576 -0.891 -0.77
C -4.198 1.121 -1.043 0.72
H -6.157 1.593 -1.843 0.31
H -5.551 2.587 -0.454 0.30
H -6.074 0.890 -0.175 0.30
O -3.518 0.759 -1.963 -0.45
I -3.097 1.156 1.211 0.02
Ga -1.212 0.274 -0.604 0.97
P -1.487 -2.051 0.206 0.98
C -0.569 -3.441 -0.521 -0.96
C -0.715 -2.072 1.858 -0.96
H -0.832 -3.059 2.326 0.29
H -3.189 -3.730 0.665 0.28
H -1.139 -1.298 2.506 0.25
H -3.795 -2.104 1.046 0.26
H 0.480 -3.447 -0.191 0.28
H 0.366 -1.881 1.781 0.29
C -3.188 -2.680 0.335 -0.97
H -1.012 -4.389 -0.195 0.28
H -3.661 -2.652 -0.656 0.26
H -0.601 -3.389 -1.615 0.27
P -0.086 2.477 -0.543 0.98
C 1.378 2.841 -1.558 -0.96
C -1.140 3.942 -0.764 -0.97
H -0.007 2.383 1.899 0.25
H 1.205 3.531 1.237 0.29
H 1.497 1.789 1.179 0.29
C 0.714 2.558 1.095 -0.97
H -1.897 4.036 0.025 0.26
H -0.534 4.861 -0.760 0.28
H 1.561 3.923 -1.570 0.28
H 1.225 2.494 -2.585 0.27
H -1.636 3.886 -1.742 0.26
H 2.281 2.368 -1.147 0.28
C 0.866 -0.427 -0.923 0.37
O 1.294 -0.758 -1.989 -0.55
F 3.783 -0.043 -1.778 -0.29
C 4.001 0.030 -0.444 0.97
F 5.292 -0.328 -0.199 -0.28
F 3.856 1.336 -0.084 -0.32
C 3.024 -0.872 0.330 -0.03
O 1.612 -0.444 0.246 -0.57
C 3.272 -2.339 -0.056 0.97
F 4.555 -2.704 0.217 -0.28
F 2.446 -3.175 0.635 -0.32
F 3.043 -2.549 -1.374 -0.29
C 3.250 -0.696 1.837 0.98
F 4.495 -1.007 2.254 -0.28
F 3.009 0.589 2.224 -0.31
F 2.383 -1.466 2.555 -0.31
```

Computed properties:
Max |F|   3.58 eV/Å
ΔE to the lowest compared entry with this formula, charge and spin   15.4 kcal/mol
E_HOMO   -14.91 eV
Charge   +2
Kohn-Sham gap   6.17 eV

=====

The following is a DFT calculation (ωB97M-V/def2-TZVPD) of a structure of composition C13H21IrO4P at a distorted geometry.

XYZ file:
```
40
Properties=species:S:1:pos:R:3:lowdin_spin:R:1
O -0.591 -2.635 -0.049 0.08
C -0.331 -1.507 -0.004 0.16
Ir 0.101 0.420 -0.028 1.25
O -1.419 0.612 -2.755 0.07
C -0.874 0.575 -1.736 0.16
C 1.874 0.330 -0.822 0.12
O 2.904 0.325 -1.354 0.06
C 0.156 2.383 0.183 0.17
O 0.250 3.532 0.210 0.08
C -1.413 2.431 3.020 0.05
C -0.078 1.747 3.368 0.19
C 0.043 1.669 4.897 0.07
P 0.225 0.193 2.409 0.59
C 1.941 -0.503 2.713 0.12
C 2.548 -0.207 4.083 0.06
C 2.022 -2.007 2.444 0.02
C -1.012 -1.049 3.052 0.24
C -1.066 -1.232 4.571 0.09
C -2.409 -0.721 2.489 0.08
H -2.259 1.951 3.532 0.01
H -1.620 2.477 1.943 0.01
H -1.358 3.467 3.388 0.02
H 0.741 2.390 2.997 0.05
H -0.923 1.453 5.372 0.01
H 0.775 0.941 5.252 0.01
H 0.367 2.655 5.257 0.03
H 2.536 0.022 1.946 0.01
H 2.034 -0.769 4.876 0.00
H 3.595 -0.544 4.088 0.01
H 2.565 0.858 4.323 0.00
H 1.709 -2.280 1.433 0.00
H 3.066 -2.336 2.556 0.00
H 1.414 -2.575 3.164 0.00
H -0.676 -2.006 2.616 0.05
H -1.622 -0.424 5.064 0.01
H -1.600 -2.168 4.789 0.04
H -0.073 -1.320 5.033 0.01
H -2.371 -0.342 1.457 0.02
H -3.006 -1.647 2.480 0.03
H -2.935 0.009 3.114 0.01
```

Computed properties:
⟨S²⟩   6.01
Max |F|   7.04 eV/Å
2S+1   5
E_HOMO (alpha / beta)   -17.19 / -21.89 eV
Charge   +3
Kohn-Sham gap (alpha / beta)   6.52 / 5.19 eV

=====

The following is a DFT calculation (ωB97M-V/def2-TZVPD) of a structure of composition C13H21MgO14S at a distorted geometry.

XYZ file:
```
50
Properties=species:S:1:pos:R:3:nbo_charge:R:1
Mg 18.153 -19.175 -2.333 1.80
S 20.631 -19.438 -2.761 2.58
O 21.418 -19.088 -3.942 -1.06
O 19.869 -18.275 -2.207 -1.20
O 19.471 -20.305 -3.108 -1.17
O 21.565 -19.993 -1.784 -1.06
C 15.518 -20.461 -3.469 -0.19
O 16.392 -20.066 -2.506 -1.05
H 14.748 -19.688 -3.694 0.08
H 15.941 -20.682 -4.462 0.12
H 14.868 -21.320 -3.220 0.11
C 17.220 -14.410 -6.629 -0.63
C 16.443 -15.431 -5.843 0.06
C 15.910 -16.627 -6.623 -0.09
O 16.447 -17.774 -5.988 -0.48
C 17.269 -17.380 -4.972 0.99
O 17.820 -18.126 -4.258 -0.57
O 17.361 -16.053 -4.916 -0.49
H 17.968 -14.897 -7.252 0.22
H 17.694 -13.699 -5.951 0.23
H 16.602 -13.780 -7.275 0.21
H 15.704 -14.990 -5.172 0.18
H 16.225 -16.605 -7.668 0.18
H 14.820 -16.638 -6.599 0.19
C 18.023 -17.511 3.450 -0.63
C 18.880 -18.582 2.830 0.06
C 18.533 -20.033 3.154 -0.09
O 18.579 -20.681 1.891 -0.48
C 18.596 -19.756 0.904 1.00
O 18.528 -20.036 -0.243 -0.57
O 18.718 -18.529 1.412 -0.48
H 18.187 -17.254 4.495 0.22
H 16.968 -17.749 3.293 0.21
H 18.218 -16.595 2.891 0.23
H 19.930 -18.382 3.064 0.19
H 17.553 -20.152 3.625 0.18
H 19.273 -20.538 3.775 0.19
C 15.775 -14.584 1.586 -0.64
C 15.747 -15.057 0.149 0.06
C 16.761 -14.283 -0.742 -0.09
O 17.463 -15.292 -1.442 -0.47
C 17.081 -16.496 -1.008 1.02
O 17.411 -17.515 -1.489 -0.60
O 16.333 -16.361 0.106 -0.49
H 15.100 -13.742 1.765 0.22
H 16.756 -14.425 2.029 0.22
H 15.328 -15.321 2.265 0.23
H 14.706 -15.142 -0.163 0.19
H 17.433 -13.719 -0.095 0.18
H 16.304 -13.557 -1.412 0.19
```

Computed properties:
Max |F|   2.80 eV/Å
ΔE to the lowest compared entry with this formula, charge and spin   23.3 kcal/mol
E_HOMO   -3.57 eV
Charge   -1
Kohn-Sham gap   5.54 eV

=====

The following is a DFT calculation (ωB97M-V/def2-TZVPD) of the ion C13H21N2 with charge +1 at a distorted geometry.

XYZ file:
```
36
Properties=species:S:1:pos:R:3:nbo_charge:R:1
C -0.143 -0.777 0.160 0.11
C -1.368 -1.269 -0.071 0.16
C -1.518 0.931 0.149 0.47
C 1.209 -1.313 0.222 -0.15
C 2.199 -0.474 -0.047 0.22
C 0.877 1.514 -0.016 0.24
C -1.924 -2.644 -0.129 -0.64
C -2.058 2.373 0.323 -0.67
C 1.611 -2.857 0.304 -0.61
C 3.681 -0.435 -0.270 -0.71
C 1.402 2.008 1.295 -0.66
C 1.067 1.979 -1.363 -0.70
C -3.706 -0.169 -0.117 -0.41
N -0.204 0.591 0.213 -0.34
N -2.248 -0.208 -0.085 -0.29
H -1.152 -3.372 -0.408 0.25
H -2.158 -2.811 0.899 0.24
H -2.711 -2.629 -0.848 0.23
H -1.198 3.013 0.365 0.25
H -2.451 2.764 -0.579 0.25
H -2.717 2.386 1.166 0.25
H 2.549 -2.852 0.846 0.23
H 1.841 -3.292 -0.644 0.23
H 0.854 -3.465 0.796 0.22
H 3.976 0.198 -1.201 0.25
H 4.008 -1.470 -0.703 0.25
H 4.152 -0.092 0.549 0.24
H 1.143 1.324 2.099 0.23
H 0.874 2.865 1.696 0.21
H 2.452 2.185 1.172 0.24
H 0.656 2.889 -1.689 0.23
H 0.993 1.176 -2.067 0.24
H 2.091 2.282 -1.509 0.25
H -3.778 0.578 0.595 0.22
H -4.129 0.156 -1.034 0.23
H -4.172 -1.084 -0.067 0.24
```

Computed properties:
Max |F|   6.15 eV/Å
ΔE to the lowest compared entry with this formula, charge and spin   121.1 kcal/mol
E_HOMO   -11.27 eV
Charge   +1
Kohn-Sham gap   8.40 eV

=====

The following is a DFT calculation (ωB97M-V/def2-TZVPD) of an isolated molecule of C13H21N3O3 at a distorted geometry.

XYZ file:
```
40
Properties=species:S:1:pos:R:3:nbo_charge:R:1
C -1.153 -0.755 -2.575 -0.61
C -2.110 0.082 -1.841 -0.36
C -2.627 -0.486 -0.527 -0.41
C -1.670 -0.807 0.399 -0.46
C -2.380 -1.154 1.639 -0.38
C -1.333 -1.425 2.709 -0.07
H -1.844 -1.369 3.712 0.21
H -0.799 -2.551 2.422 0.19
O -0.079 -0.619 2.767 -0.49
C 0.977 -1.010 2.372 0.85
O 1.452 -2.011 2.034 -0.63
C 2.144 0.175 2.174 -0.53
C 1.658 0.651 0.804 -0.22
C 2.343 0.291 -0.188 0.15
N 2.060 0.673 -1.546 -0.56
C 1.225 1.974 -1.578 0.60
N 0.593 2.445 -0.475 -0.63
C 0.907 2.063 0.827 0.69
O 0.588 2.517 1.876 -0.57
H 0.226 3.425 -0.505 0.41
N 1.092 2.342 -2.853 -0.70
H 0.340 3.243 -2.894 0.38
H 1.405 1.909 -3.503 0.38
C 3.148 -0.774 -0.232 -0.63
H 2.901 -1.955 0.194 0.25
H 3.377 -1.275 -1.225 0.23
H 3.916 -0.806 0.193 0.20
H 3.164 -0.187 2.467 0.24
H 1.689 1.060 2.984 0.24
H -3.140 -1.682 1.720 0.21
H -2.583 -0.062 2.137 0.18
H -1.058 -1.739 -0.010 0.22
H -0.900 0.081 0.504 0.24
H -3.368 -1.325 -1.000 0.20
H -3.421 0.349 -0.321 0.22
H -1.378 1.142 -1.593 0.14
H -2.814 0.265 -2.698 0.21
H -0.291 -0.721 -1.943 0.22
H -1.552 -1.732 -2.795 0.20
H -0.705 -0.245 -3.631 0.19
```

Computed properties:
Structure (SMILES)   CCCCCCOC(=O)Cc1c(C)nc(N)[nH]c1=O
Max |F|   19.47 eV/Å
ΔE to the lowest compared entry with this formula, charge and spin   339.0 kcal/mol
E_HOMO   -7.50 eV
Kohn-Sham gap   7.74 eV

=====

The following is a DFT calculation (ωB97M-V/def2-TZVPD) of a structure of composition C13H22BBrCl2F4N5ORu.

XYZ file:
```
50
Properties=species:S:1:pos:R:3:lowdin_spin:R:1
Ru 0.511 0.683 0.932 2.56
Cl 3.416 0.724 1.560 0.06
C 4.132 1.179 -0.007 0.00
Cl 2.851 1.402 -1.214 0.03
H 4.770 0.369 -0.342 0.00
H 4.672 2.111 0.107 0.00
Br 0.494 4.974 6.189 0.56
C 0.481 3.838 4.760 0.11
C 1.141 4.187 3.562 0.09
C 1.094 3.293 2.521 -0.03
N 0.452 2.105 2.615 0.12
C -0.174 1.764 3.750 -0.02
C -0.192 2.603 4.853 0.14
H 1.672 5.126 3.468 0.00
H 1.582 3.513 1.581 0.00
H -0.659 0.798 3.783 0.00
H -0.708 2.312 5.759 0.00
F -1.902 -1.526 1.655 0.00
B -1.708 -2.008 2.880 0.00
F -1.442 -3.265 3.063 0.00
F -1.733 -1.144 3.885 0.00
F 0.654 -0.597 2.249 0.21
C -1.515 3.880 -1.336 0.00
C -1.501 2.607 -0.542 0.01
O -0.060 2.199 -0.290 0.08
H -2.556 4.154 -1.515 0.00
H -1.054 3.748 -2.316 0.00
H -1.037 4.702 -0.805 0.00
H -1.956 1.764 -1.055 0.00
H -1.914 2.712 0.459 0.00
H 0.466 2.369 -1.088 0.01
C -1.962 -3.870 -3.834 0.00
C -0.553 -4.148 -3.324 0.00
C 0.509 -3.321 -4.040 0.00
C -0.426 -4.023 -1.800 0.00
N -0.327 -2.617 -1.329 0.01
C 0.614 -2.058 -0.584 0.01
N 0.279 -0.787 -0.437 0.00
N -0.899 -0.600 -1.089 0.02
N -1.261 -1.692 -1.619 0.01
H -2.001 -4.041 -4.909 0.00
H -2.259 -2.838 -3.653 0.00
H -2.695 -4.534 -3.375 0.00
H -0.334 -5.206 -3.498 0.00
H 0.288 -2.251 -3.973 0.00
H 0.528 -3.575 -5.098 0.00
H 1.512 -3.503 -3.646 0.00
H 0.496 -4.490 -1.455 0.00
H -1.267 -4.466 -1.267 0.00
H 1.485 -2.557 -0.190 0.00
```

Computed properties:
⟨S²⟩   6.04
Max |F|   0.85 eV/Å
ΔE to the lowest compared entry with this formula, charge and spin   0.0 kcal/mol
2S+1   5
E_HOMO (alpha / beta)   -18.28 / -18.28 eV
Charge   +3
Kohn-Sham gap (alpha / beta)   7.90 / 3.59 eV

=====

The following is a DFT calculation (ωB97M-V/def2-TZVPD) of a cluster of 2 separate species, C13H22BNO9P in total at a distorted geometry.

XYZ file:
```
47
Properties=species:S:1:pos:R:3:nbo_charge:R:1
O 7.588 -1.022 -4.297 -0.56
C 6.456 -1.008 -3.587 0.76
O 5.290 -1.887 -3.865 -0.52
C 4.123 -1.022 -3.639 0.76
O 2.965 -0.874 -4.288 -0.57
C 4.455 -0.103 -2.323 -0.46
P 3.158 0.690 -1.167 2.18
O 3.546 0.395 0.348 -1.01
O 1.607 -0.135 -1.420 -0.92
O 2.901 2.397 -1.422 -0.95
C 5.946 -0.092 -2.326 -0.47
B 6.852 0.734 -1.224 1.21
O 6.761 2.235 -1.190 -0.92
O 7.811 0.096 -0.260 -0.92
H 1.348 -0.028 -2.383 0.50
H 2.151 2.568 -2.067 0.50
H 6.994 2.509 -2.133 0.49
H 8.543 -0.257 -0.875 0.49
C -5.255 0.612 0.930 -0.61
C -3.739 0.738 0.662 0.11
C -3.044 1.387 1.888 -0.41
C -2.955 0.506 3.129 -0.41
C -2.921 -0.986 2.822 -0.40
C -2.429 -1.347 1.397 0.11
N -3.284 -0.645 0.423 -0.14
O -2.945 -0.914 -0.895 -0.67
C -2.638 -2.877 1.239 -0.60
C -0.915 -1.056 1.279 -0.63
C -3.558 1.746 -0.509 -0.60
H -5.777 0.192 0.064 0.22
H -5.706 1.590 1.139 0.18
H -5.470 -0.035 1.785 0.20
H -2.027 1.688 1.609 0.20
H -3.552 2.324 2.161 0.20
H -2.060 0.789 3.697 0.20
H -3.805 0.711 3.791 0.19
H -2.310 -1.492 3.581 0.20
H -3.935 -1.382 2.961 0.20
H -3.704 -3.134 1.269 0.20
H -2.146 -3.428 2.050 0.19
H -2.227 -3.256 0.296 0.23
H -0.355 -1.622 2.035 0.19
H -0.669 0.000 1.425 0.20
H -0.518 -1.353 0.303 0.24
H -3.978 2.726 -0.248 0.19
H -4.073 1.420 -1.419 0.23
H -2.499 1.899 -0.747 0.21
```

Computed properties:
Max |F|   8.70 eV/Å
E_HOMO   -1.94 eV
Charge   -1
Kohn-Sham gap   1.67 eV

=====

no.,E_tot (eV)
1,-138096.788
2,-123460.273
3,-34101.902
4,-58771.229
5,-16791.596
6,-24422.602
7,-132525.299
8,-43717.753